88
Properties=species:S:1:pos:R:3 method="wB97M-V/def2-TZVPD" total_charge=+1 e_tot_ha=-4715.82878 homo_ev=-10.4 spin_multiplicity=1 largest_force_ev_per_a=2.37 e_lumo_ev=-3.01
Ir 0.28440 -0.82219 0.05346
Br -1.32533 -2.86441 0.52873
C -2.15389 -2.81900 -1.17265
C -3.27833 -3.54326 -1.40025
C -3.85038 -3.49108 -2.69311
C -3.24988 -2.76176 -3.67644
C -2.04144 -2.05451 -3.43916
C -1.32529 -1.43639 -4.49024
C -0.10521 -0.88449 -4.24099
C 0.39087 -0.81197 -2.91832
C -0.31063 -1.30025 -1.83993
C -1.49478 -2.03510 -2.13219
H -3.72314 -4.14657 -0.62035
H -4.75171 -4.05451 -2.89439
H -3.67574 -2.73316 -4.67185
H -1.73606 -1.45977 -5.49220
H 0.48806 -0.47980 -5.05186
H 1.34427 -0.32810 -2.77015
C 3.70097 1.12687 -1.63746
C 2.97230 -0.05741 -1.06521
O 1.90381 0.24067 -0.43742
C 3.48496 -1.36122 -1.17500
C 4.81113 -1.58332 -1.67194
C 5.34928 -2.82455 -1.71572
C 4.56358 -3.93493 -1.29449
C 3.29420 -3.77326 -0.83964
C 2.70039 -2.47936 -0.75588
O 1.49124 -2.40852 -0.34745
H 3.08251 2.01355 -1.52729
H 3.92273 0.96324 -2.69189
H 4.64455 1.28935 -1.11365
H 5.40090 -0.73995 -2.00653
H 6.35949 -2.97386 -2.06872
H 4.98594 -4.93052 -1.34799
H 2.68223 -4.61211 -0.53487
C -3.48350 -0.03349 0.12822
C -2.77414 0.81233 1.18543
C -2.50187 0.00452 2.45480
C -3.70831 1.98208 1.50744
P -1.09950 1.24069 0.42029
C -1.62987 2.23942 -1.02710
C -2.18451 3.51497 -0.85840
C -2.55707 4.28025 -1.95039
C -2.39757 3.78753 -3.23959
C -1.87495 2.52047 -3.42043
C -1.49235 1.75989 -2.32117
C -0.14946 2.49024 1.49659
C 0.77304 3.25514 0.53534
C -0.96347 3.44724 2.36722
C 0.74267 1.68650 2.43160
H -4.38723 -0.47345 0.55921
H -2.85869 -0.83449 -0.23629
H -3.77447 0.57364 -0.73073
H -3.41164 -0.51269 2.77180
H -2.17908 0.65007 3.27551
H -1.72975 -0.74032 2.28577
H -4.63336 1.56313 1.91330
H -3.97213 2.54332 0.61326
H -3.31042 2.66631 2.24850
H -2.33233 3.92694 0.12511
H -2.97041 5.26803 -1.79098
H -2.68288 4.39229 -4.09098
H -1.75518 2.11421 -4.41715
H -1.08366 0.78193 -2.47611
H 0.23437 3.97160 -0.08196
H 1.29789 2.56558 -0.12929
H 1.51951 3.80169 1.11922
H -1.63849 4.09575 1.81846
H -0.25395 4.09431 2.89061
H -1.53073 2.91036 3.12584
H 1.43930 1.11050 1.84187
H 0.18424 1.01185 3.08334
H 1.31711 2.37163 3.06255
C 3.96331 0.24598 4.14379
C 2.77945 -0.52895 3.67569
C 1.79087 -1.20229 4.36004
C 0.92016 -1.70705 3.38359
N 1.32339 -1.33953 2.16039
N 2.46883 -0.65090 2.37976
C -0.22871 -2.63046 3.63240
H 4.06515 0.15633 5.22201
H 3.85332 1.30293 3.89614
H 4.88224 -0.11723 3.68137
H 1.71823 -1.34486 5.42556
H 2.99217 -0.31712 1.58747
H -0.18441 -2.99225 4.65704
H -0.17062 -3.49169 2.96668
H -1.19655 -2.15124 3.49040